C23H48N2O2P2W | ωB97M-V/def2-TZVPD

Structure (XYZ):
```
78
Properties=species:S:1:pos:R:3:forces:R:3:lowdin_spin:R:1
W -2.3315 -1.2462 0.2912 1.2 2.8 -3.9 1.42
C -0.4133 -1.3931 -0.1754 5.5 -1.5 -0.1 0.06
O 0.6898 -1.4890 -0.5672 -4.3 0.7 1.2 0.07
C -2.8127 -2.6879 1.5670 -1.3 -5.4 5.6 0.07
O -3.1702 -3.5479 2.3009 1.8 4.5 -4.0 0.11
P 2.9687 0.3994 1.5791 1.2 -0.3 0.2 0.00
C 2.6208 1.4199 3.0625 0.3 0.4 0.6 0.00
H 3.4456 1.1804 3.7642 -0.4 -0.2 -0.4 0.00
C 2.6355 -1.3083 2.1643 -0.9 -0.4 -0.2 0.00
H 1.5340 -1.3162 2.1883 0.1 -0.2 0.3 0.00
C 4.6100 0.3657 0.7761 0.0 0.9 0.1 0.00
H 4.7752 1.4141 0.4474 0.0 -0.4 0.3 0.00
C -1.3088 -0.1399 -3.9453 0.0 0.3 -0.5 0.00
P -1.7879 0.2455 -2.1185 -1.3 2.1 -3.3 0.03
H -3.9883 0.8060 -2.8562 0.2 0.1 -0.1 0.00
H -0.7582 0.7844 -4.1598 -0.1 -0.1 -0.1 0.00
C -2.9586 -1.5046 -2.1189 -0.4 -1.9 1.4 0.00
H -3.2034 -1.4436 -3.1818 0.4 0.9 -0.1 0.00
C 3.0514 -2.5014 1.3002 0.0 -0.4 -0.3 0.00
H 4.1451 -2.6229 1.2406 -0.6 0.1 0.0 0.00
H 2.6043 -2.4928 0.2989 0.4 0.0 0.2 0.00
H 2.6784 -3.4051 1.8065 0.1 0.3 -0.1 0.00
C 3.2029 -1.5749 3.5703 0.2 0.2 0.5 0.00
H 2.9453 -2.6101 3.8394 0.1 0.3 -0.1 0.00
H 2.7982 -0.9308 4.3584 0.3 -0.2 -0.2 0.00
H 4.3008 -1.4872 3.5712 -0.5 -0.1 0.1 0.00
C 5.6770 -0.0396 1.7947 0.6 0.0 0.0 0.00
H 5.5501 0.4646 2.7671 0.2 -0.2 -0.3 0.00
H 6.6614 0.2429 1.3980 -0.2 0.0 0.2 0.00
H 5.7085 -1.1291 1.9421 -0.1 0.4 0.0 0.00
C 4.6032 -0.5143 -0.4942 0.2 -0.1 -0.1 0.00
H 5.3919 -0.1693 -1.1770 -0.3 0.0 0.2 0.00
H 3.6468 -0.4804 -1.0390 0.3 0.0 0.1 0.00
H 4.8364 -1.5612 -0.2630 -0.1 0.5 -0.1 0.00
C 2.6099 2.9576 2.9379 0.2 0.3 -0.2 0.00
H 3.3267 3.3373 2.1932 -0.3 0.0 0.2 0.00
H 2.9078 3.3761 3.9191 -0.2 -0.2 -0.5 0.00
H 1.5928 3.3384 2.7136 0.6 -0.2 -0.1 0.00
C 1.2787 0.9879 3.6773 -0.1 -0.3 0.2 0.00
H 0.4733 1.1762 2.9601 0.0 0.1 0.1 0.00
H 1.0852 1.5743 4.5853 0.1 0.0 -0.3 0.00
H 1.2280 -0.0637 3.9640 0.0 0.3 0.0 0.00
C -2.4233 -0.2676 -4.9842 -0.2 0.0 0.3 0.00
H -3.2095 0.4912 -4.8669 0.2 -0.2 -0.2 0.00
H -2.8677 -1.2763 -5.0081 0.1 0.3 -0.1 0.00
H -1.9619 -0.1091 -5.9713 -0.1 -0.1 0.3 0.00
C -0.3154 -1.2888 -4.0458 0.4 -0.3 0.0 0.00
H -0.8140 -2.2639 -4.0496 0.1 0.2 -0.1 0.00
C -3.9883 1.6266 -0.8705 -0.1 0.2 0.5 0.00
H 0.4527 -1.2740 -3.2643 0.0 0.0 -0.1 0.00
H 0.2078 -1.2204 -5.0089 -0.1 0.1 0.2 0.00
C -2.9476 2.7014 -2.8264 0.2 -0.2 -0.2 0.00
H -3.2819 2.0964 -0.1777 -0.4 0.1 -0.2 0.00
H -4.8214 2.3253 -1.0537 0.3 -0.2 0.1 0.00
H -4.4414 0.7695 -0.3546 0.2 0.2 -0.1 0.00
C -3.2911 1.3490 -2.2043 -0.2 0.1 0.2 0.01
H -3.8879 3.2410 -3.0057 0.3 0.0 0.0 0.00
H -2.4431 2.6045 -3.7930 0.0 0.1 0.1 0.00
H -2.3374 3.2923 -2.1273 -0.1 0.0 -0.3 0.00
C -4.2605 -1.4889 -1.3360 -0.3 0.3 -0.7 0.02
H -4.1833 -1.5210 -0.1978 -1.1 -0.3 -0.2 0.01
H -4.7804 -2.4232 -1.5839 0.0 0.0 0.3 0.00
H -4.8989 -0.6562 -1.6241 0.0 -0.2 0.3 0.00
C -2.2420 -2.8191 -1.8692 0.0 0.1 0.0 0.02
H -1.2556 -2.9064 -2.3344 -0.2 0.0 0.4 0.00
H -2.8970 -3.6001 -2.2928 0.1 0.0 0.3 0.00
H -2.1736 -3.0729 -0.7702 0.0 -0.5 -0.3 0.01
H -0.7472 1.3582 -2.3535 -0.3 -1.6 1.9 0.01
H 2.2004 0.9438 0.5247 -0.5 -0.5 0.2 0.00
N -2.1337 2.2028 2.6327 -0.2 -0.8 -0.4 0.02
C -1.3563 2.8126 1.6594 -0.2 -1.1 0.3 0.01
C -1.0124 1.8313 0.7795 -0.6 -0.3 -0.1 0.00
N -1.7005 0.6351 1.1389 0.1 0.1 1.4 0.06
C -2.2880 0.8907 2.3210 0.2 1.7 0.0 0.06
H -2.5756 2.6704 3.4282 0.3 -0.2 -0.2 0.00
H -1.1268 3.8636 1.6710 0.1 0.1 0.1 0.00
H -0.3098 1.9143 -0.0447 -0.5 -0.2 0.1 0.00
H -2.7382 0.1566 2.9807 -0.2 0.2 -0.1 0.01
```
Positions in Å, forces in eV/Å.

Values from the calculation:
Frontier orbital gap (spin up / spin down) (hartree): 0.194 / 0.189
Multiplicity: 3
Charge: +4
Highest occupied orbital energy (spin up / spin down) (eV): -20.52 / -20.52

***

C13H29Br2GeKO4 | ωB97M-V/def2-TZVPD

Structure (XYZ):
```
50
Properties=species:S:1:pos:R:3:forces:R:3:nbo_charge:R:1
K -0.2549 -0.1207 -0.0609 -1.7 0.2 -1.4 0.81
C 0.7319 1.4458 2.7777 0.1 0.3 0.0 -0.08
C 0.2908 2.5205 1.7838 -0.1 -0.1 0.4 -0.08
O 0.5336 2.1733 0.4409 0.3 0.7 0.2 -0.54
C 1.8117 2.4351 -0.0850 0.4 -0.1 -0.3 -0.08
C 2.8486 1.3415 0.1899 0.0 0.4 0.2 -0.09
O 2.2673 0.0900 -0.0648 0.4 0.1 -0.1 -0.56
C 2.9902 -0.9923 0.4653 0.1 -0.5 0.2 -0.09
C 2.1048 -2.2382 0.3650 0.4 0.1 -0.2 -0.08
O 0.7889 -2.0162 0.7967 0.9 -0.9 0.5 -0.54
C 0.4893 -2.1468 2.1642 -0.3 0.0 0.4 -0.09
C 0.7949 -0.8960 2.9892 0.2 -0.5 0.1 -0.09
O 0.2527 0.2110 2.3180 0.1 0.2 0.6 -0.56
H 0.3311 1.6830 3.7746 0.0 0.0 -0.1 0.18
H 1.8270 1.4138 2.8595 0.0 0.0 0.0 0.16
H 0.7665 3.4737 2.0449 0.0 0.0 0.0 0.18
H -0.7933 2.6413 1.8610 0.1 0.0 0.0 0.20
H 2.2019 3.3941 0.2780 0.0 0.0 0.0 0.18
H 1.6664 2.5072 -1.1647 0.0 0.1 0.0 0.20
H 3.1954 1.3907 1.2318 0.0 -0.1 -0.1 0.16
H 3.7216 1.5124 -0.4566 0.0 0.0 0.1 0.18
H 3.2649 -0.7910 1.5107 0.0 0.1 -0.1 0.16
H 3.9252 -1.1603 -0.0895 -0.1 0.0 0.0 0.18
H 2.5777 -3.0734 0.9002 0.0 0.1 -0.1 0.19
H 2.0164 -2.5064 -0.6907 0.0 -0.1 0.0 0.21
H 0.9963 -3.0105 2.6125 0.0 0.0 -0.1 0.19
H -0.5883 -2.3181 2.1831 0.0 -0.1 0.0 0.24
H 1.8787 -0.7713 3.1244 -0.1 0.1 0.0 0.16
H 0.3520 -1.0040 3.9897 0.0 0.0 -0.1 0.18
Br -0.3585 1.1032 -3.0302 -0.6 0.2 0.0 0.02
C -2.2314 1.5733 -2.6583 0.1 0.2 0.2 -0.50
Br -2.5736 2.0899 -0.7987 0.0 -0.1 -0.8 0.06
H -2.8444 0.7077 -2.8890 0.2 0.0 0.2 0.24
H -2.4796 2.4252 -3.2904 0.1 -0.2 0.2 0.23
C -1.0912 -3.4983 -2.5159 -0.2 -0.1 0.3 -1.09
Ge -1.9957 -3.6044 -0.7350 -0.5 0.0 0.0 1.58
C -0.7816 -4.7764 0.3458 -0.2 0.3 -0.2 -1.08
C -3.5865 -4.8067 -1.0683 0.5 0.3 0.0 -1.08
C -2.4205 -1.8602 -0.0345 0.4 -0.5 -0.2 -1.51
H -0.8681 -4.4944 -2.8895 0.1 -0.2 -0.1 0.21
H -0.1564 -2.9435 -2.4486 0.1 0.1 0.0 0.20
H -1.7216 -3.0051 -3.2527 -0.1 0.1 0.0 0.21
H -0.8208 -5.7904 -0.0393 -0.1 -0.2 -0.1 0.22
H -1.0681 -4.8146 1.3931 -0.1 0.0 0.2 0.21
H 0.2496 -4.4462 0.2854 0.2 0.1 0.0 0.20
H -3.2754 -5.7431 -1.5220 0.0 -0.2 -0.1 0.20
H -4.3113 -4.3314 -1.7275 0.0 0.1 -0.1 0.21
H -4.0883 -5.0314 -0.1305 0.0 0.0 0.2 0.21
H -2.7183 -1.9390 1.0142 -0.1 -0.1 0.2 0.18
H -3.3014 -1.5075 -0.5760 -0.2 0.0 -0.1 0.19
```
Positions in Å, forces in eV/Å.

Values from the calculation:
Frontier orbital gap (hartree): 0.186
Charge: 0
Highest occupied orbital energy (eV): -5.18

***

The records above give, respectively, electronic energy values of -52061.216, -235063.802 eV.